# 1
{"formula": "C46H71N3O2Pt", "method": "wB97M-V/def2-TZVPD", "symbols": ["Pt", "C", "N", "C", "C", "C", "N", "C", "C", "C", "C", "C", "C", "C", "O", "C", "C", "C", "C", "C", "C", "C", "C", "C", "C", "C", "C", "C", "C", "C", "O", "C", "C", "C", "C", "C", "C", "C", "C", "H", "H", "H", "H", "H", "H", "H", "H", "H", "H", "H", "H", "H", "H", "H", "H", "H", "H", "H", "H", "H", "H", "H", "H", "H", "H", "H", "H", "H", "H", "H", "H", "H", "H", "H", "H", "H", "H", "H", "H", "H", "H", "H", "H", "H", "H", "H", "H", "H", "H", "H", "H", "H", "H", "C", "C", "C", "C", "C", "C", "C", "C", "C", "C", "C", "C", "N", "H", "H", "H", "H", "H", "H", "H", "H", "H", "H", "H", "H", "H", "H", "H", "H", "H"], "xyz": [[0.269, -0.236, -0.337], [-2.524, 0.457, -1.994], [-2.110, -0.500, -0.979], [-2.303, -1.857, -1.469], [-2.825, -0.301, 0.278], [-2.501, 1.032, 0.949], [-1.088, 1.130, 1.288], [-0.865, 0.517, 2.595], [0.525, 0.102, 3.074], [0.523, -0.506, 4.322], [1.668, -1.002, 4.920], [2.861, -0.866, 4.200], [2.933, -0.287, 2.951], [1.732, 0.225, 2.326], [1.762, 0.783, 1.165], [4.268, -0.219, 2.198], [4.618, 1.245, 1.873], [5.424, -0.800, 3.017], [4.161, -1.031, 0.896], [1.679, -1.723, 6.266], [2.597, -0.988, 7.257], [2.189, -3.160, 6.073], [0.286, -1.800, 6.896], [-0.619, 2.527, 1.280], [-0.932, 3.306, 0.030], [-1.746, 4.422, 0.109], [-2.006, 5.247, -0.983], [-1.362, 4.921, -2.176], [-0.542, 3.814, -2.325], [-0.346, 2.915, -1.215], [0.316, 1.827, -1.347], [0.178, 3.539, -3.649], [1.697, 3.458, -3.405], [-0.056, 4.642, -4.685], [-0.308, 2.209, -4.250], [-2.932, 6.454, -0.834], [-3.103, 7.232, -2.140], [-4.323, 5.985, -0.378], [-2.360, 7.418, 0.219], [-3.625, 0.475, -2.106], [-2.085, 0.173, -2.950], [-2.175, 1.459, -1.755], [-3.362, -2.053, -1.719], [-1.972, -2.577, -0.724], [-1.696, -2.014, -2.361], [-2.549, -1.119, 0.947], [-3.919, -0.349, 0.112], [-3.142, 1.148, 1.843], [-2.753, 1.844, 0.269], [-1.472, -0.393, 2.617], [-1.296, 1.189, 3.367], [-0.433, -0.592, 4.834], [3.769, -1.244, 4.656], [4.720, 1.827, 2.794], [3.821, 1.672, 1.269], [5.559, 1.300, 1.314], [5.579, -0.244, 3.947], [6.345, -0.740, 2.430], [5.250, -1.851, 3.260], [3.319, -0.684, 0.301], [4.002, -2.090, 1.118], [5.079, -0.930, 0.306], [3.619, -0.931, 6.881], [2.613, -1.503, 8.224], [2.237, 0.031, 7.411], [3.200, -3.166, 5.665], [1.546, -3.689, 5.367], [2.196, -3.705, 7.024], [-0.118, -0.800, 7.067], [0.345, -2.316, 7.859], [-0.403, -2.350, 6.252], [0.464, 2.473, 1.406], [-1.055, 3.065, 2.144], [-2.184, 4.656, 1.077], [-1.511, 5.568, -3.031], [2.062, 4.401, -2.987], [2.226, 3.264, -4.344], [1.917, 2.657, -2.704], [0.272, 5.615, -4.309], [-1.109, 4.711, -4.973], [0.522, 4.414, -5.584], [-0.114, 1.400, -3.549], [0.221, 1.998, -5.186], [-1.381, 2.254, -4.459], [-3.519, 6.596, -2.924], [-2.148, 7.632, -2.488], [-3.786, 8.072, -1.982], [-4.754, 5.311, -1.121], [-4.998, 6.838, -0.243], [-4.258, 5.445, 0.567], [-1.363, 7.748, -0.079], [-2.272, 6.924, 1.187], [-3.002, 8.298, 0.337], [1.396, -4.090, 1.682], [-0.058, -4.179, 1.194], [-0.874, -3.048, 1.837], [-0.150, -4.196, -0.329], [-0.787, -5.263, -0.920], [-0.890, -5.396, -2.300], [-0.212, -4.468, -3.080], [0.499, -3.394, -2.568], [1.367, -2.705, -3.642], [2.459, -3.710, -4.059], [2.072, -1.382, -3.361], [0.439, -3.124, -1.129], [0.915, -2.074, -0.487], [1.444, -4.140, 2.774], [1.817, -3.140, 1.352], [1.993, -4.906, 1.267], [-0.473, -5.133, 1.545], [-0.518, -2.092, 1.448], [-0.744, -3.048, 2.925], [-1.941, -3.160, 1.621], [-1.229, -6.028, -0.284], [-1.429, -6.222, -2.749], [-0.222, -4.606, -4.160], [0.724, -2.550, -4.519], [3.104, -3.912, -3.200], [3.077, -3.302, -4.866], [2.031, -4.658, -4.391], [2.870, -1.523, -2.631], [1.399, -0.633, -2.957], [2.509, -0.997, -4.289]], "mulliken_spin": [0.75, 0.00, 0.19, -0.02, 0.00, 0.01, 0.08, 0.01, 0.01, 0.00, 0.01, -0.01, 0.01, 0.01, 0.04, 0.01, 0.00, 0.00, 0.01, 0.00, 0.00, 0.00, 0.00, 0.01, -0.05, 0.00, 0.00, 0.00, 0.00, 0.06, 0.11, 0.00, 0.00, 0.00, 0.00, 0.00, 0.00, 0.00, 0.00, 0.00, 0.00, 0.00, 0.00, 0.00, 0.00, -0.01, 0.01, 0.00, 0.00, 0.00, -0.01, 0.00, 0.00, 0.00, 0.00, 0.00, 0.00, 0.00, 0.00, -0.01, 0.00, 0.00, 0.00, 0.00, 0.00, 0.00, 0.00, 0.00, 0.00, 0.00, 0.00, 0.00, 0.00, 0.00, 0.00, 0.00, 0.00, 0.00, 0.00, 0.00, 0.00, 0.00, 0.00, 0.00, 0.00, 0.00, 0.00, 0.00, 0.00, 0.00, 0.00, 0.00, 0.00, -0.01, 0.06, -0.01, 0.03, -0.01, 0.02, -0.02, 0.08, 0.01, 0.00, -0.02, -0.07, 0.62, 0.00, 0.00, 0.00, 0.00, 0.02, 0.00, 0.00, 0.00, 0.00, 0.00, 0.00, 0.00, 0.00, 0.00, 0.00, 0.04, 0.00], "gap_ev": [4.363, 4.515], "spin_multiplicity": 3, "relative_energy_kcal_mol": 4.8, "e_tot_ha": -2229.4394, "lumo_energy_ev": [4.044, 4.042], "s_squared": 2.01, "charge": -2}


# 2
{"formula": "C46H72O24", "method": "wB97M-V/def2-TZVPD", "symbols": ["C", "C", "C", "C", "C", "C", "C", "C", "C", "C", "C", "C", "O", "C", "C", "C", "C", "C", "C", "O", "C", "C", "C", "C", "C", "C", "C", "O", "H", "H", "H", "H", "H", "H", "H", "H", "H", "H", "H", "H", "H", "H", "H", "H", "H", "H", "H", "H", "H", "H", "H", "H", "H", "H", "H", "H", "H", "H", "C", "O", "C", "O", "O", "C", "H", "H", "H", "H", "H", "H", "C", "O", "C", "O", "O", "C", "H", "H", "H", "H", "H", "H", "C", "O", "C", "O", "O", "C", "H", "H", "H", "H", "H", "H", "C", "O", "C", "O", "O", "C", "H", "H", "H", "H", "H", "H", "C", "O", "C", "O", "O", "C", "H", "H", "H", "H", "H", "H", "C", "O", "C", "O", "O", "C", "H", "H", "H", "H", "H", "H", "C", "O", "C", "O", "O", "C", "H", "H", "H", "H", "H", "H"], "xyz": [[6.262, 3.917, -0.714], [6.019, 3.029, 0.522], [4.873, 1.988, 0.324], [3.626, 2.258, 1.223], [5.329, 0.540, 0.445], [5.310, -0.300, -0.657], [4.837, 0.180, -2.025], [3.279, 0.253, -2.160], [2.500, -0.400, -1.018], [0.975, -0.448, -1.335], [0.291, 0.779, -0.690], [-0.009, 0.522, 0.791], [-0.937, 1.514, 1.226], [-0.548, 2.148, 2.428], [5.685, -1.616, -0.567], [6.091, -2.144, 0.636], [6.106, -1.321, 1.726], [5.742, 0.008, 1.662], [5.802, 0.759, 2.964], [6.227, 1.890, 3.119], [5.320, -0.026, 4.165], [4.544, 0.533, 5.145], [4.139, -0.294, 6.163], [4.490, -1.612, 6.225], [5.277, -2.172, 5.238], [5.676, -1.353, 4.215], [6.497, -1.893, 3.069], [7.393, -2.706, 3.217], [6.570, 4.906, -0.360], [5.357, 4.030, -1.315], [7.111, 3.514, -1.273], [6.917, 2.487, 0.822], [5.764, 3.633, 1.395], [4.512, 2.117, -0.699], [2.726, 2.296, 0.599], [3.681, 3.224, 1.729], [3.445, 1.442, 1.931], [5.186, -0.557, -2.754], [5.331, 1.119, -2.286], [3.020, 1.313, -2.273], [2.981, -0.237, -3.093], [2.598, 0.231, -0.129], [2.858, -1.401, -0.770], [0.523, -1.380, -0.983], [0.848, -0.371, -2.420], [0.970, 1.630, -0.815], [-0.652, 1.021, -1.188], [0.938, 0.579, 1.340], [-0.477, -0.462, 0.921], [0.533, 2.334, 2.468], [-1.054, 3.115, 2.491], [-0.827, 1.555, 3.312], [5.646, -2.285, -1.422], [6.373, -3.181, 0.782], [4.275, 1.581, 5.098], [3.504, 0.116, 6.944], [4.160, -2.262, 7.029], [5.552, -3.219, 5.242], [-3.986, 4.348, 4.556], [-2.744, 5.043, 4.424], [-2.643, 6.134, 5.185], [-3.483, 6.550, 5.937], [-1.446, 6.681, 4.967], [-1.199, 7.867, 5.723], [-3.940, 3.490, 3.891], [-4.124, 3.997, 5.577], [-4.816, 4.984, 4.256], [-1.228, 7.656, 6.791], [-1.920, 8.642, 5.469], [-0.203, 8.211, 5.458], [-2.903, -0.586, -2.356], [-2.253, -1.777, -2.816], [-2.652, -2.191, -4.012], [-3.484, -1.655, -4.703], [-1.981, -3.300, -4.319], [-2.317, -3.858, -5.591], [-2.493, -0.350, -1.378], [-2.699, 0.246, -3.029], [-3.976, -0.743, -2.258], [-2.090, -3.155, -6.391], [-3.368, -4.142, -5.621], [-1.707, -4.747, -5.718], [4.815, 4.417, -5.104], [3.651, 3.618, -4.884], [2.680, 3.802, -5.779], [2.714, 4.557, -6.713], [1.664, 3.001, -5.455], [0.542, 3.093, -6.335], [5.523, 4.177, -4.315], [5.269, 4.184, -6.066], [4.572, 5.476, -5.046], [0.823, 2.806, -7.347], [0.128, 4.100, -6.326], [-0.208, 2.399, -5.966], [-6.117, -1.098, -4.964], [-7.448, -1.556, -4.669], [-7.813, -1.379, -3.404], [-7.144, -0.889, -2.532], [-9.059, -1.844, -3.266], [-9.594, -1.720, -1.946], [-5.932, -1.293, -6.016], [-6.037, -0.026, -4.788], [-5.383, -1.634, -4.377], [-9.645, -0.674, -1.649], [-8.998, -2.290, -1.235], [-10.600, -2.129, -1.973], [0.825, 2.585, 8.145], [0.413, 1.246, 8.417], [-0.140, 1.079, 9.620], [-0.305, 1.937, 10.445], [-0.477, -0.204, 9.746], [-1.086, -0.530, 10.996], [1.258, 2.597, 7.148], [-0.027, 3.263, 8.165], [1.584, 2.907, 8.857], [-2.013, 0.025, 11.129], [-0.403, -0.330, 11.820], [-1.311, -1.593, 10.973], [7.172, -5.411, -1.059], [5.999, -5.408, -1.875], [5.462, -6.613, -2.067], [5.877, -7.650, -1.623], [4.383, -6.466, -2.838], [3.701, -7.687, -3.128], [7.511, -4.382, -0.977], [6.946, -5.786, -0.062], [7.962, -6.004, -1.518], [3.339, -8.152, -2.212], [4.351, -8.372, -3.670], [2.851, -7.434, -3.756], [-10.886, -3.010, -5.353], [-12.123, -2.609, -4.753], [-13.150, -3.413, -5.018], [-13.116, -4.408, -5.693], [-14.229, -2.925, -4.400], [-15.415, -3.695, -4.599], [-10.139, -2.285, -5.067], [-10.582, -3.989, -4.987], [-10.970, -3.019, -6.439], [-15.290, -4.702, -4.206], [-15.678, -3.729, -5.655], [-16.211, -3.198, -4.052]], "lowdin_charge": [-0.09, -0.20, -0.27, -0.03, -0.08, -0.17, -0.12, -0.17, -0.19, -0.18, -0.17, -0.23, -0.19, -0.11, -0.01, 0.00, -0.09, -0.03, -0.24, 0.13, -0.10, 0.00, -0.07, -0.06, 0.00, -0.10, -0.26, 0.12, 0.07, 0.07, 0.07, 0.11, 0.09, 0.09, 0.06, 0.08, 0.08, 0.11, 0.11, 0.11, 0.11, 0.08, 0.12, 0.11, 0.10, 0.11, 0.10, 0.10, 0.13, 0.08, 0.08, 0.09, 0.12, 0.11, 0.13, 0.11, 0.11, 0.13, -0.04, 0.00, -0.63, 0.13, 0.00, -0.04, 0.09, 0.10, 0.10, 0.10, 0.10, 0.09, -0.02, 0.01, -0.60, 0.08, 0.01, -0.04, 0.08, 0.10, 0.10, 0.10, 0.10, 0.09, -0.04, 0.00, -0.62, 0.13, 0.00, -0.04, 0.09, 0.10, 0.10, 0.10, 0.10, 0.09, -0.03, 0.01, -0.62, 0.12, -0.04, -0.03, 0.10, 0.11, 0.06, 0.10, 0.10, 0.09, -0.04, 0.00, -0.62, 0.13, 0.00, -0.04, 0.09, 0.10, 0.10, 0.10, 0.10, 0.09, -0.04, 0.00, -0.62, 0.13, 0.00, -0.04, 0.08, 0.10, 0.10, 0.10, 0.10, 0.09, -0.03, 0.01, -0.62, 0.12, 0.00, -0.05, 0.07, 0.11, 0.10, 0.10, 0.10, 0.09], "gap_ev": 8.962, "e_tot_ha": -3601.7770, "lumo_energy_ev": -0.365, "smiles": "CC[C@H](C)c1c(CCCCCCOC)ccc2c1C(=O)c1ccccc1C2=O.COC(=O)OC.COC(=O)OC.COC(=O)OC.COC(=O)OC.COC(=O)OC.COC(=O)OC.COC(=O)OC", "charge": 0}


# 3
{"formula": "C46H81Br2FIN6O5", "method": "wB97M-V/def2-TZVPD", "symbols": ["C", "C", "C", "C", "C", "N", "C", "C", "C", "N", "C", "C", "C", "O", "C", "C", "C", "C", "C", "C", "O", "O", "C", "C", "C", "Br", "C", "C", "Br", "C", "C", "C", "N", "C", "I", "C", "C", "N", "F", "H", "H", "H", "H", "H", "H", "H", "H", "H", "H", "H", "H", "H", "H", "H", "H", "H", "H", "H", "H", "H", "H", "H", "H", "H", "H", "H", "H", "H", "H", "H", "H", "H", "H", "H", "H", "H", "H", "H", "H", "H", "H", "H", "H", "H", "C", "C", "C", "C", "C", "C", "N", "O", "C", "C", "C", "H", "H", "H", "H", "H", "H", "H", "H", "H", "H", "H", "H", "H", "H", "H", "H", "H", "H", "C", "C", "C", "C", "C", "C", "N", "O", "C", "C", "C", "H", "H", "H", "H", "H", "H", "H", "H", "H", "H", "H", "H", "H", "H", "H", "H", "H", "H"], "xyz": [[-3.964, -0.103, 0.362], [-3.270, -0.830, -0.315], [-2.369, -1.712, -1.044], [-2.094, -2.984, -0.202], [-0.610, -3.319, 0.124], [0.366, -2.214, 0.065], [1.117, -2.041, -1.184], [1.837, -3.312, -1.676], [0.558, -1.471, 1.088], [1.477, -0.459, 1.238], [1.231, 0.789, 0.484], [0.004, 0.857, -0.423], [-0.243, 2.360, -0.773], [-0.117, 2.597, -2.158], [1.219, 2.753, -2.585], [1.920, -0.392, 2.669], [2.818, 0.842, 2.928], [2.792, 1.594, 4.284], [4.217, 1.855, 4.841], [4.251, 2.004, 6.352], [5.295, 2.266, 6.879], [3.093, 1.878, 7.049], [3.190, 1.005, 8.173], [1.996, 1.245, 9.110], [2.920, -1.621, 2.728], [3.435, -2.590, 1.128], [3.566, -2.025, 3.815], [3.472, -1.376, 5.163], [4.810, -3.481, 3.866], [0.493, -0.618, 3.333], [-0.555, 0.531, 3.283], [-0.216, 1.876, 3.887], [-0.802, 2.383, 4.871], [0.418, -1.488, 4.641], [0.257, -0.364, 6.491], [-0.734, -2.523, 4.714], [-0.330, -3.926, 4.227], [-0.087, -1.595, 2.341], [-1.442, -1.431, 2.017], [-4.504, 0.521, 1.016], [-1.494, -1.192, -1.412], [-2.928, -2.026, -1.926], [-2.651, -2.938, 0.724], [-2.508, -3.838, -0.728], [-0.312, -4.172, -0.472], [-0.593, -3.669, 1.152], [1.873, -1.280, -1.027], [0.498, -1.667, -1.994], [1.773, -4.122, -0.956], [1.338, -3.659, -2.579], [2.870, -3.128, -1.947], [1.111, 1.622, 1.173], [2.114, 1.035, -0.115], [-0.914, 0.544, 0.070], [0.135, 0.392, -1.393], [-1.254, 2.656, -0.504], [0.453, 3.026, -0.251], [1.575, 1.856, -3.102], [1.929, 2.959, -1.779], [1.288, 3.579, -3.288], [2.757, 1.622, 2.173], [3.846, 0.519, 2.808], [2.399, 2.595, 4.128], [2.169, 1.165, 5.062], [4.538, 2.823, 4.462], [4.951, 1.139, 4.488], [3.144, -0.043, 7.871], [4.091, 1.156, 8.757], [1.476, 2.168, 8.867], [2.352, 1.344, 10.133], [1.302, 0.409, 9.106], [2.600, -0.767, 5.350], [3.454, -2.174, 5.907], [4.412, -0.863, 5.354], [-0.824, 0.819, 2.271], [-1.424, 0.190, 3.839], [0.544, 2.463, 3.356], [-0.441, 3.314, 5.069], [1.307, -2.106, 4.638], [-1.684, -2.186, 4.301], [-0.944, -2.694, 5.765], [-0.222, -3.992, 3.150], [0.655, -4.147, 4.645], [-1.009, -4.660, 4.650], [-7.482, -6.450, -1.993], [-6.261, -6.134, -1.107], [-6.563, -6.573, 0.328], [-7.573, -5.657, 1.019], [-7.097, -4.207, 0.977], [-6.757, -3.718, -0.433], [-5.894, -4.687, -1.176], [-4.678, -4.553, -0.750], [-8.053, -3.448, -1.226], [-6.087, -2.350, -0.337], [-5.149, -7.000, -1.698], [-7.625, -7.529, -2.049], [-8.422, -6.055, -1.620], [-7.334, -6.084, -3.011], [-5.639, -6.589, 0.915], [-6.941, -7.597, 0.325], [-8.559, -5.750, 0.557], [-7.698, -5.970, 2.057], [-7.858, -3.557, 1.414], [-6.212, -4.116, 1.617], [-7.835, -3.263, -2.279], [-8.553, -2.560, -0.838], [-8.789, -4.244, -1.159], [-5.203, -2.369, 0.288], [-6.769, -1.626, 0.108], [-5.805, -1.978, -1.324], [-4.912, -6.689, -2.717], [-5.469, -8.041, -1.732], [-4.234, -6.969, -1.108], [2.461, 6.564, -7.997], [2.766, 5.685, -6.767], [2.659, 6.547, -5.508], [3.827, 7.522, -5.369], [5.158, 6.773, -5.414], [5.311, 5.875, -6.644], [4.101, 5.028, -6.878], [4.134, 4.037, -6.045], [5.607, 6.729, -7.894], [6.565, 5.017, -6.477], [1.652, 4.640, -6.784], [1.424, 6.897, -7.964], [3.052, 7.473, -8.056], [2.598, 6.003, -8.923], [2.624, 5.907, -4.619], [1.719, 7.102, -5.521], [3.789, 8.284, -6.151], [3.743, 8.061, -4.422], [5.982, 7.488, -5.381], [5.242, 6.166, -4.506], [5.552, 6.126, -8.800], [6.616, 7.140, -7.839], [4.953, 7.590, -8.008], [6.546, 4.422, -5.565], [7.444, 5.657, -6.419], [6.696, 4.343, -7.325], [1.721, 4.008, -7.671], [0.676, 5.126, -6.802], [1.667, 3.998, -5.904]], "mulliken_spin": [0.00, 0.00, 0.00, 0.01, 0.00, 0.00, 0.00, 0.00, 0.00, 0.00, 0.00, 0.00, 0.00, 0.00, 0.00, 0.00, 0.00, 0.00, 0.00, 0.00, 0.00, 0.00, 0.00, 0.00, 0.00, 0.00, 0.00, 0.00, 0.00, 0.00, 0.00, 0.00, 0.00, 0.00, 0.00, 0.00, 0.00, 0.00, 0.00, 0.00, 0.00, 0.00, -0.01, 0.00, 0.00, 0.00, 0.00, 0.00, 0.00, 0.00, 0.00, 0.00, 0.00, 0.00, 0.00, 0.00, 0.00, 0.00, 0.00, 0.00, 0.00, 0.00, 0.00, 0.00, 0.00, 0.00, 0.00, 0.00, 0.00, 0.00, 0.00, 0.00, 0.00, 0.00, 0.00, 0.00, 0.00, 0.00, 0.00, 0.00, 0.00, 0.00, 0.00, 0.00, 0.00, 0.04, 0.02, -0.02, 0.02, 0.04, 0.38, 0.53, 0.01, -0.02, -0.01, 0.00, 0.00, -0.01, 0.00, 0.00, 0.00, 0.00, 0.00, 0.00, -0.01, 0.00, 0.00, 0.01, 0.00, 0.00, 0.00, 0.00, 0.00, 0.01, 0.02, 0.02, -0.02, 0.02, 0.03, 0.36, 0.56, 0.01, -0.01, -0.01, 0.00, 0.00, -0.01, 0.00, 0.00, 0.00, 0.00, 0.00, 0.01, -0.01, 0.00, 0.00, 0.00, 0.00, 0.00, 0.00, 0.00, 0.00], "gap_ev": [6.785, 7.599], "spin_multiplicity": 3, "relative_energy_kcal_mol": 25.2, "e_tot_ha": -8051.0312, "lumo_energy_ev": [-3.165, -3.165], "s_squared": 2.01, "charge": 1}